Entry 1:
Formula: C18H20ClN5O3
Source: the Open Molecules 2025 dataset
Level of theory: the ωB97M-V functional and the def2-TZVPD basis

```
47
Properties=species:S:1:pos:R:3:lowdin_charge:R:1
C 0.18 3.22 -4.65 -0.07
C -0.66 2.50 -3.60 -0.19
N 0.15 1.87 -2.60 -0.13
N 0.29 2.45 -1.41 0.12
C 1.12 1.70 -0.71 -0.31
C 1.49 2.03 0.69 -0.02
C 1.54 0.60 -1.48 -0.13
C 2.43 -0.53 -1.06 -0.10
N 1.70 -1.44 -0.19 0.10
C 0.98 -2.47 -0.67 -0.44
O 0.99 -2.85 -1.82 0.09
C 0.12 -3.06 0.40 -0.19
C -0.98 -2.37 0.99 0.06
C -1.42 -3.23 1.96 -0.25
C -2.47 -3.09 3.00 -0.10
O -2.87 -1.75 3.16 -0.02
C -1.93 -0.81 3.47 -0.26
C -0.61 -1.07 3.84 -0.09
N 0.26 -0.11 4.08 0.08
C -0.11 1.15 3.98 -0.20
C -1.41 1.51 3.64 -0.66
Cl -1.85 3.17 3.53 0.69
C -2.33 0.52 3.38 0.00
O -0.65 -4.33 1.94 0.03
N 0.29 -4.22 0.97 0.14
C 0.88 0.73 -2.69 -0.21
C 0.92 -0.15 -3.88 0.00
H 0.81 3.97 -4.16 0.08
H 0.82 2.52 -5.18 0.06
H -0.46 3.73 -5.36 0.07
H -1.29 3.22 -3.07 0.12
H -1.30 1.75 -4.08 0.11
H 1.07 1.31 1.39 0.05
H 1.11 3.02 0.94 0.08
H 2.58 2.03 0.82 0.08
H 2.76 -1.10 -1.93 0.12
H 3.30 -0.16 -0.51 0.13
H 1.57 -1.15 0.77 0.14
H -1.37 -1.41 0.72 0.13
H -3.38 -3.62 2.70 0.15
H -2.11 -3.52 3.95 0.15
H -0.23 -2.07 3.96 0.12
H 0.65 1.89 4.19 0.11
H -3.35 0.75 3.10 0.12
H 1.00 -1.19 -3.56 0.07
H 0.01 -0.04 -4.48 0.08
H 1.77 0.08 -4.52 0.09
```

- M (g/mol) = 389.84
- F_max (eV/A) = 1.421
- gap between HOMO and LUMO (eV) = 9.298
- energy above the lowest of the compared OMol25 structures with the same formula, charge and spin (kJ/mol) = 13.42
- net charge = 0
- SMILES string = CCn1nc(C)c(CNC(=O)c2cc(COc3cncc(Cl)c3)on2)c1C

Entry 2:
Formula: C18H20CsF9N5O4STe
Source: the Open Molecules 2025 dataset
Level of theory: the ωB97M-V functional and the def2-TZVPD basis

```
59
Properties=species:S:1:pos:R:3:lowdin_charge:R:1
Cs 1.04 -0.14 0.13 1.28
C -3.35 -1.26 2.80 -0.49
Te -1.27 -1.70 2.41 1.20
C -1.82 -3.38 1.23 -0.45
H -3.84 -0.87 1.91 -0.01
H -3.41 -0.52 3.60 -0.02
H -3.86 -2.17 3.12 -0.01
H -2.10 -4.21 1.88 0.00
H -0.99 -3.67 0.60 -0.03
H -2.66 -3.09 0.60 0.00
O -0.03 1.01 -4.78 0.00
C 0.65 1.55 -3.91 -0.53
N 0.81 1.11 -2.64 -0.14
S 1.76 2.08 -1.79 0.46
O 2.97 1.41 -1.39 -0.42
O 1.03 2.69 -0.70 -0.41
C 2.09 3.26 -3.07 -0.21
C 2.87 4.40 -3.08 -0.03
C 2.93 5.12 -4.27 -0.08
C 2.24 4.70 -5.40 -0.08
C 1.46 3.54 -5.36 -0.01
C 1.40 2.83 -4.18 -0.14
H 3.41 4.73 -2.19 0.12
H 3.53 6.02 -4.31 0.10
H 2.30 5.28 -6.31 0.10
H 0.92 3.19 -6.23 0.12
F 3.95 -2.47 0.39 0.14
C 3.86 -2.41 1.74 -0.55
F 4.86 -3.16 2.23 0.15
F 4.11 -1.14 2.07 0.15
C 2.40 -2.81 2.20 -0.38
O 1.56 -1.85 1.81 -0.63
C 2.04 -4.18 1.54 -0.54
F 0.95 -4.71 2.10 0.15
F 1.77 -4.01 0.24 0.14
F 3.02 -5.11 1.63 0.15
C 2.44 -3.00 3.76 -0.54
F 1.23 -3.22 4.26 0.12
F 2.92 -1.88 4.34 0.15
F 3.22 -4.02 4.17 0.14
C 1.99 -2.00 -5.27 -0.06
C 1.05 -3.10 -5.76 -0.41
C 1.47 -4.47 -5.24 -0.08
C -0.41 -2.76 -5.43 -0.11
N -0.68 -2.74 -4.00 -0.11
C -0.63 -1.70 -3.16 -0.15
N -0.87 -2.13 -1.95 0.03
N -1.09 -3.47 -2.06 -0.02
N -0.98 -3.84 -3.29 0.05
H 3.01 -2.19 -5.62 0.08
H 2.02 -1.97 -4.18 0.08
H 1.67 -1.01 -5.61 0.07
H 1.08 -3.12 -6.86 0.13
H 1.50 -4.47 -4.15 0.07
H 2.46 -4.72 -5.61 0.08
H 0.77 -5.25 -5.55 0.08
H -1.09 -3.49 -5.87 0.12
H -0.66 -1.77 -5.80 0.13
H -0.41 -0.69 -3.48 0.09
```

- M (g/mol) = 833.94
- F_max (eV/A) = 2.381
- gap between HOMO and LUMO (eV) = 7.109
- energy above the lowest of the compared OMol25 structures with the same formula, charge and spin (kJ/mol) = 51.22
- net charge = -1

Entry 3:
Formula: C18H20F11N4O2PRuS2SbSe
Source: the Open Molecules 2025 dataset
Level of theory: the ωB97M-V functional and the def2-TZVPD basis

```
61
Properties=species:S:1:pos:R:3:lowdin_charge:R:1
Ru 1.06 0.62 0.24 0.74
N 4.66 -0.81 1.55 0.16
C 3.96 -1.82 2.16 -0.03
C 2.65 -1.60 1.90 -0.09
N 2.54 -0.47 1.13 -0.06
C 3.77 -0.01 0.93 -0.25
C 3.90 1.16 0.09 -0.26
N 2.78 1.65 -0.42 -0.03
C 3.13 2.70 -1.23 -0.07
C 4.48 2.84 -1.19 -0.02
N 4.95 1.85 -0.35 0.15
H 5.66 -0.70 1.55 0.18
H 4.46 -2.59 2.73 0.13
H 1.78 -2.16 2.21 0.11
H 2.39 3.28 -1.76 0.12
H 5.14 3.54 -1.67 0.13
H 5.92 1.69 -0.13 0.17
F 4.91 -5.18 -0.60 0.16
C 4.02 -4.23 -0.85 -0.13
C 2.67 -4.46 -0.67 -0.14
F 2.26 -5.65 -0.24 0.15
C 1.76 -3.45 -0.91 -0.25
F 0.47 -3.70 -0.68 0.06
C 2.16 -2.19 -1.35 -0.44
Se 0.88 -0.79 -1.61 0.86
C 3.52 -1.99 -1.55 -0.26
F 3.97 -0.80 -1.97 0.08
C 4.45 -2.98 -1.29 -0.15
F 5.75 -2.74 -1.44 0.13
C -5.51 -0.81 1.61 -0.04
C -4.69 0.26 2.29 -0.38
C -4.98 1.66 1.81 -0.03
O -3.25 -0.02 2.14 -0.27
P -2.41 -0.40 0.90 -0.06
S -2.17 -2.31 0.45 0.45
S -0.47 -0.36 1.58 0.49
O -2.85 0.52 -0.28 -0.28
C -2.89 0.14 -1.71 -0.43
C -2.77 1.43 -2.50 -0.03
C -4.19 -0.59 -1.99 -0.05
H -6.56 -0.66 1.86 0.10
H -5.22 -1.81 1.96 0.09
H -5.41 -0.76 0.53 0.06
H -4.81 0.20 3.37 0.15
H -4.85 1.75 0.73 0.08
H -4.33 2.38 2.30 0.09
H -6.02 1.91 2.05 0.10
H -2.04 -0.52 -1.89 0.07
H -3.58 2.11 -2.22 0.10
H -2.86 1.20 -3.56 0.10
H -1.82 1.92 -2.33 0.06
H -5.04 0.06 -1.78 0.09
H -4.27 -1.50 -1.40 0.05
H -4.22 -0.87 -3.04 0.10
F -0.29 2.04 -0.62 -0.46
Sb -0.45 3.55 0.68 1.43
F -0.39 4.88 1.98 -0.31
F 0.89 4.40 -0.30 -0.32
F 0.93 2.45 1.54 -0.42
F -1.82 4.23 -0.37 -0.31
F -1.68 2.51 1.64 -0.34
```

- M (g/mol) = 930.26
- F_max (eV/A) = 1.254
- gap between HOMO and LUMO (spin up / spin down) (eV) = 5.375 / 5.392
- energy above the lowest of the compared OMol25 structures with the same formula, charge and spin (kJ/mol) = 24.56
- net charge = +1

- Look up the F_max of the first one.
  1.421 eV/A